A structure of composition C29H40N4O7PPtS2 at a distorted geometry, computed with the ωB97M-V functional and the def2-TZVPD basis.

F_max   4.6 eV Å⁻¹
Net charge   +3
HOMO energy (alpha / beta)   -15.6 / -15.6 eV
LUMO (alpha / beta)   -12.3 / -12.4 eV
Total energy   -85193.8870 eV
Frontier orbital gap (alpha / beta)   3.2 / 3.2 eV

Last column: Löwdin charge in e.
Atoms and positions in Å:
Pt (-0.422, 0.109, 0.287)  1.55
O (1.250, 4.131, 0.156)  0.23
C (0.915, 2.874, 0.092)  -0.44
O (-0.150, 2.445, -0.311)  0.05
C (1.962, 1.929, 0.529)  -0.14
C (3.246, 2.268, 0.885)  0.09
C (4.130, 1.246, 1.238)  0.06
C (3.703, -0.070, 1.230)  0.09
C (2.389, -0.329, 0.878)  -0.13
N (1.562, 0.646, 0.531)  0.03
C (1.781, -1.700, 0.848)  -0.50
O (2.473, -2.672, 0.853)  0.23
O (0.458, -1.670, 0.815)  -0.12
H (0.540, 4.729, -0.132)  0.18
H (3.548, 3.306, 0.882)  0.15
H (5.150, 1.485, 1.513)  0.15
H (4.353, -0.896, 1.489)  0.16
O (-0.578, 1.106, 2.233)  -0.54
S (-1.654, 0.906, 3.325)  1.19
C (-1.556, -0.892, 3.598)  -0.28
C (-2.828, -1.631, 3.986)  -0.19
C (-3.637, -2.111, 2.776)  -0.19
C (-2.882, -3.184, 1.980)  -0.25
S (-2.245, -2.585, 0.375)  1.11
O (-2.139, -1.053, 0.562)  -0.66
C (-3.757, -2.731, -0.574)  -0.39
C (-4.422, -1.582, -0.975)  -0.08
C (-5.611, -1.707, -1.689)  -0.04
C (-6.105, -2.967, -2.002)  -0.04
C (-5.417, -4.110, -1.605)  -0.03
C (-4.229, -3.998, -0.898)  -0.09
C (-3.247, 1.229, 2.598)  -0.39
C (-3.378, 1.563, 1.259)  -0.10
C (-4.633, 1.874, 0.760)  -0.04
C (-5.740, 1.871, 1.600)  -0.02
C (-5.591, 1.576, 2.949)  -0.02
C (-4.337, 1.276, 3.459)  -0.07
H (-0.807, -0.958, 4.388)  0.11
H (-1.121, -1.265, 2.676)  0.05
H (-3.459, -1.025, 4.637)  0.11
H (-2.538, -2.498, 4.584)  0.14
H (-3.884, -1.267, 2.130)  0.09
H (-4.582, -2.524, 3.128)  0.14
H (-3.516, -4.031, 1.719)  0.11
H (-2.012, -3.562, 2.519)  0.11
H (-4.028, -0.610, -0.704)  0.08
H (-6.152, -0.819, -1.992)  0.12
H (-7.025, -3.061, -2.565)  0.13
H (-5.807, -5.091, -1.846)  0.13
H (-3.693, -4.892, -0.589)  0.13
H (-2.512, 1.607, 0.614)  0.06
H (-4.746, 2.146, -0.283)  0.12
H (-6.715, 2.134, 1.211)  0.13
H (-6.447, 1.606, 3.610)  0.13
H (-4.216, 1.101, 4.523)  0.13
C (-2.618, 1.108, -3.117)  -0.08
N (-1.566, 0.555, -3.994)  -0.29
C (-0.901, 1.542, -4.862)  -0.05
P (-0.814, -0.739, -3.378)  0.54
O (-0.402, -0.650, -1.958)  -0.33
N (0.441, -1.117, -4.383)  -0.29
C (0.200, -1.526, -5.770)  -0.07
C (1.756, -1.460, -3.836)  -0.07
N (-1.912, -2.030, -3.593)  -0.27
C (-1.490, -3.334, -3.091)  -0.08
C (-2.946, -2.071, -4.610)  -0.08
H (-3.316, 1.683, -3.723)  0.10
H (-2.196, 1.765, -2.352)  0.07
H (-3.162, 0.297, -2.628)  0.06
H (-1.661, 2.037, -5.465)  0.10
H (-0.193, 1.063, -5.530)  0.07
H (-0.378, 2.306, -4.283)  0.09
H (-0.802, -1.250, -6.091)  0.08
H (0.336, -2.606, -5.881)  0.10
H (0.926, -1.041, -6.423)  0.10
H (1.823, -1.147, -2.800)  0.06
H (2.521, -0.949, -4.424)  0.10
H (1.946, -2.534, -3.909)  0.10
H (-1.111, -3.953, -3.912)  0.10
H (-2.355, -3.846, -2.666)  0.07
H (-0.719, -3.221, -2.331)  0.07
H (-3.125, -1.083, -5.022)  0.08
H (-3.866, -2.447, -4.150)  0.08
H (-2.674, -2.765, -5.412)  0.10